2 unconnected molecules or ions with the total composition C38H41ClN3O5 in a non-equilibrium geometry. Source: the Open Molecules 2025 dataset; level of theory: ωB97M-V with the def2-TZVPD basis set.

Results
Molar mass, u: 655.215
Lowest unoccupied orbital energy, eV: -4.8
Kohn-Sham gap, eV: 5.1

Structure (ORCA input):
```
! wB97M-V def2-TZVPD RIJCOSX def2/J DEFGRID3
* xyz 1 1
C -3.13389 -6.75290 -1.28241
O -2.28436 -6.87846 -0.12527
C -1.31653 -5.95774 0.07780
C -1.03577 -4.85482 -0.73915
C -0.31330 -3.77912 -0.22459
C -0.26175 -2.48481 -0.99167
C -1.26257 -1.43281 -0.45236
C -2.71626 -1.88467 -0.61813
O -3.27215 -2.83115 -0.05624
N -3.30817 -1.01090 -1.48019
C -4.67602 -1.19087 -1.89884
C -2.46742 0.09194 -1.93924
C -2.25239 -0.03933 -3.45422
C -3.13911 1.42444 -1.58824
N -1.23578 -0.15431 -1.16582
C -0.13947 0.62844 -1.11005
C 0.00827 1.81400 -1.81782
C 1.07874 2.70343 -1.70305
C 1.25236 3.78580 -2.64554
C 2.52059 4.41173 -2.80645
C 2.69431 5.51039 -3.64559
C 1.62737 5.96697 -4.43575
C 0.38987 5.30736 -4.37871
C 0.20574 4.23375 -3.50905
C 0.36191 -3.89147 0.99237
C 0.19766 -5.03755 1.78449
O 0.70882 -5.23895 3.02257
C 1.68050 -4.31389 3.54427
C -0.58714 -6.10274 1.28117
O -0.75416 -7.22780 2.03355
C -1.81654 -7.17335 3.02038
H -3.76554 -7.63756 -1.27006
H -3.74017 -5.84565 -1.21024
H -2.53535 -6.72780 -2.20123
H -1.46403 -4.79727 -1.74370
H 0.74469 -2.04507 -0.92326
H -0.50423 -2.66618 -2.05335
H -1.06155 -1.25552 0.61872
H -5.05965 -2.12440 -1.46989
H -5.30747 -0.35915 -1.55602
H -4.74435 -1.24503 -2.99388
H -1.88579 -1.04953 -3.68918
H -3.20602 0.12083 -3.97767
H -1.52429 0.69303 -3.81709
H -3.37970 1.43299 -0.51635
H -2.48990 2.27408 -1.80997
H -4.06483 1.53416 -2.16821
H 0.69011 0.23534 -0.51505
H -0.76514 2.05239 -2.53918
H 1.85589 2.54433 -0.96565
H 3.37129 3.98486 -2.27266
H 3.67711 5.98695 -3.71894
H 1.76003 6.82228 -5.09605
H -0.42343 5.61271 -5.04479
H -0.76102 3.71924 -3.51640
H 1.00701 -3.07932 1.33446
H 2.03973 -4.76806 4.46458
H 2.51311 -4.17561 2.84379
H 1.21115 -3.34610 3.75796
H -1.81024 -8.14785 3.49514
H -1.59517 -6.38379 3.73961
H -2.76600 -6.98844 2.51443
Cl -0.28597 0.25128 5.93514
C -0.44729 1.57650 4.85500
C -1.57977 2.38787 4.87835
C -1.62075 3.46603 3.99238
C -0.60963 3.68473 3.07744
N 0.47041 2.82913 2.99943
C 1.41731 3.01074 1.99783
C 2.72507 2.48905 2.15298
C 3.85225 3.01551 1.30716
C 5.04229 2.27403 1.24790
C 6.09828 2.68443 0.42652
C 5.99494 3.88482 -0.29408
C 4.85956 4.68453 -0.14647
C 3.80351 4.26421 0.67324
O 3.03768 1.58955 2.98406
C 0.56422 1.81317 3.93740
H -2.39594 2.15790 5.55179
H -2.46310 4.15615 3.99632
H -0.56547 4.55258 2.42518
H 1.19234 3.80430 1.28381
H 5.14657 1.37747 1.85996
H 6.98444 2.05720 0.33835
H 6.79969 4.18181 -0.97179
H 4.77842 5.62616 -0.69581
H 2.94605 4.91382 0.83525
H 1.48527 1.25560 3.96461
*
```

---

4 unconnected molecules or ions with the total composition C5H19N2O3S in a non-equilibrium geometry. Source: the Open Molecules 2025 dataset; level of theory: ωB97M-V with the def2-TZVPD basis set.

Results
Molar mass, u: 187.285
Lowest unoccupied orbital energy, eV: 2.8
Kohn-Sham gap, eV: 6.2

Structure (ORCA input):
```
! wB97M-V def2-TZVPD RIJCOSX def2/J DEFGRID3
* xyz -1 1
C -1.61467 -0.81148 1.02962
N -0.92485 0.44897 0.68494
C 0.33374 0.27753 -0.05556
C 1.25349 -0.88870 0.64406
S 1.34369 -2.41263 -0.41135
C 0.97700 1.70429 0.26463
C -1.27473 -0.96760 2.61602
N -1.34867 -2.38796 2.94320
H -1.17442 -1.69219 0.49563
H -2.66346 -0.53980 0.71479
H -1.52456 1.02055 0.10437
H 0.37630 -0.10521 -1.15177
H 0.81270 -1.13758 1.59962
H 2.28929 -0.57260 0.88631
H 0.65975 2.18462 1.18638
H 2.00927 1.50367 0.54657
H 0.85791 2.35290 -0.55108
H -0.29666 -0.55186 2.77761
H -1.97761 -0.30543 3.01996
H -2.24647 -2.73412 2.47808
H -0.54925 -2.97782 2.60695
H 0.75368 0.55068 -3.87453
H -0.39930 0.62277 -2.64304
O -0.14536 0.86258 -3.63328
H 2.72233 -1.81169 -2.21979
H 2.19439 -0.55176 -2.76238
O 2.82751 -1.21138 -2.98659
H -0.52395 2.74418 -1.60156
H -1.82050 3.64595 -1.47923
O -0.92661 3.74114 -1.22858
*
```